1.
Here is a 2-piece molecular cluster, CHN7 overall from the OMol25 dataset. Energies are from ωB97M-V/def2-TZVPD.

Geometry as XYZ:
```
9
CHN7 ωB97M-V/def2-TZVPD
C 0.13226 0.48359 0.31596
N -2.60540 -3.37243 1.52025
N -0.51755 1.07664 2.24336
N 0.29845 1.41053 1.21791
N -2.11144 -2.68415 0.76882
N -0.76982 -0.36855 0.81917
N -1.15637 0.01256 2.00555
N -1.63212 -2.08393 -0.11463
H 0.60016 0.39186 -0.63534
```

* frontier orbital gap (alpha / beta): 6.92 / 6.90 eV
* net charge: 0
* relative energy (zero: lowest compared OMol25 entry of this formula, charge and spin): 2.313 eV

Löwdin atomic charge list, values in e, 2 entries:
1. C -0.215
2. N 0.272

***

2.
Here is C20H24N6PdS2Se as an isolated structure from the OMol25 dataset. Energies are from ωB97M-V/def2-TZVPD.

Geometry as XYZ:
```
54
C20H24N6PdS2Se ωB97M-V/def2-TZVPD
Pd 0.30769 -0.29647 -0.45352
C 4.73583 -1.90613 -0.04288
C 3.45845 -1.13713 -0.08466
S 2.06444 -1.91096 -0.39155
C 3.53440 0.36447 0.18866
C 4.83607 0.88164 0.71065
S 2.28741 1.33684 -0.13042
H 4.61177 -2.90744 -0.44511
H 5.06003 -1.99516 0.99916
H 5.52993 -1.38445 -0.57699
H 5.55882 0.91287 -0.11105
H 5.25594 0.23887 1.48321
H 4.71995 1.89201 1.09125
Se -5.03781 -0.62838 -5.84241
N -3.27789 -0.88001 -5.84883
C -2.85323 -0.62102 -4.64047
C -1.44901 -0.70749 -4.25091
C -0.41765 -1.00477 -5.14118
C 0.88097 -1.01250 -4.67747
C 1.12503 -0.75337 -3.33615
N 0.14430 -0.50168 -2.46900
C -1.12973 -0.45242 -2.92180
C -2.13820 -0.05203 -1.95612
N -1.68775 0.22785 -0.71109
C -2.54040 0.71374 0.18590
C -3.88943 0.89941 -0.10570
C -4.36679 0.57861 -1.35607
C -3.47058 0.10054 -2.31509
C -3.84880 -0.22403 -3.68731
N -5.07817 -0.16308 -4.12578
H -0.65207 -1.20706 -6.17809
H 1.71190 -1.21341 -5.33793
H 2.13334 -0.73971 -2.94794
H -2.11941 0.96408 1.15145
H -4.54188 1.29997 0.65690
H -5.40932 0.70269 -1.61801
C 0.98333 0.36383 4.41247
C -0.31723 0.79149 3.73262
C -0.71985 2.19016 4.18351
C -1.43656 -0.20248 4.03134
N -0.14959 0.91232 2.24899
N 0.17655 -0.33499 1.60671
H 0.83807 0.26267 5.48715
H 1.76984 1.10583 4.25458
H 1.33867 -0.60861 4.05802
H -0.74570 2.23737 5.27163
H -1.70591 2.45825 3.80472
H -0.00344 2.93862 3.83752
H -1.73248 -0.10414 5.07493
H -1.13081 -1.24442 3.90022
H -2.32154 -0.00557 3.42246
H 0.63329 1.53504 2.06442
H -0.56459 -0.98876 1.85319
H 1.03980 -0.72148 1.99184
```

* frontier orbital gap: 6.01 eV
* net charge: +2
* relative energy (zero: lowest compared OMol25 entry of this formula, charge and spin): 0.000 eV

Löwdin atomic charge list, values in e, 2 entries:
1. Pd 0.670
2. C -0.092

***

3.
Here is C41H38BCsF4N6O3P2 as an isolated structure from the OMol25 dataset. Energies are from ωB97M-V/def2-TZVPD.

Geometry as XYZ:
```
96
C41H38BCsF4N6O3P2 ωB97M-V/def2-TZVPD
Cs -0.73604 -0.24271 -0.52427
N -5.04402 -2.27246 -2.06124
C -3.88305 -1.61619 -1.91695
N -3.71125 -0.33787 -2.03992
C -4.82510 0.44325 -2.34587
N -4.77798 1.72359 -2.41085
N -3.59830 2.33078 -2.08747
C -3.08426 3.05960 -2.98201
C -1.86368 3.86312 -2.72652
C -1.77893 5.15080 -3.24972
C -0.62012 5.88053 -3.05782
C 0.42505 5.30110 -2.35889
C 0.24760 4.01842 -1.86079
N -0.86673 3.30728 -2.03084
C -6.10013 -0.22870 -2.66953
C -7.20196 0.44997 -3.19104
C -8.35712 -0.23201 -3.51432
C -8.42679 -1.61282 -3.32088
C -7.34364 -2.30453 -2.82285
C -6.17494 -1.61250 -2.50788
H -5.01745 -3.27681 -1.91609
H -3.03543 -2.24197 -1.67364
H -3.53508 3.13925 -3.97535
H -2.61917 5.57166 -3.78746
H -0.53331 6.88723 -3.44785
H 1.35997 5.82511 -2.21037
H 1.03659 3.51958 -1.31033
H -7.11869 1.51928 -3.33227
H -9.20383 0.30045 -3.92788
H -9.33262 -2.14868 -3.57286
H -7.38407 -3.37845 -2.68119
O 0.95488 -1.68743 0.34957
P 2.37220 -2.05357 0.63249
C 3.50854 -0.74299 0.04608
P 2.69112 0.87961 0.25142
O 1.52024 1.07476 -0.64810
C 2.29607 0.99365 2.00388
C 0.96150 1.11114 2.37608
C 0.61745 1.16368 3.72064
C 1.61008 1.11518 4.68683
C 2.94815 1.01701 4.31763
C 3.29319 0.95775 2.97851
C 3.97022 2.13282 0.00769
C 5.16082 1.90071 -0.67100
C 6.05213 2.94249 -0.89149
C 5.75447 4.21938 -0.44070
C 4.56345 4.46109 0.23532
C 3.67507 3.42215 0.45923
C 2.86268 -3.54931 -0.22775
C 1.82414 -4.36375 -0.68030
C 2.11709 -5.51957 -1.39085
C 3.43754 -5.85991 -1.64483
C 4.47353 -5.04893 -1.19330
C 4.18899 -3.89059 -0.48841
C 2.69135 -2.29154 2.38964
C 1.58962 -2.30449 3.23988
C 1.77353 -2.51930 4.59990
C 3.04885 -2.72083 5.10590
C 4.14853 -2.72179 4.25558
C 3.97005 -2.51227 2.89830
H 3.65252 -0.89872 -1.02542
H 4.47205 -0.76854 0.55796
H 0.20108 1.14522 1.61067
H -0.42613 1.23659 4.00116
H 1.34568 1.15403 5.73685
H 3.71967 0.98523 5.07651
H 4.33660 0.88599 2.68808
H 5.39836 0.90911 -1.03907
H 6.97999 2.75570 -1.41736
H 6.44952 5.02988 -0.62025
H 4.33106 5.45688 0.59105
H 2.74623 3.60387 0.98898
H 0.79113 -4.09262 -0.49009
H 1.30457 -6.13941 -1.74719
H 3.66532 -6.75904 -2.20318
H 5.50259 -5.31471 -1.39905
H 5.00255 -3.25878 -0.14734
H 0.59964 -2.15403 2.82609
H 0.91752 -2.53346 5.26242
H 3.18995 -2.88663 6.16705
H 5.14117 -2.89311 4.65198
H 4.82793 -2.53670 2.23378
F -1.57390 -3.89918 -1.81876
B -2.45810 -4.52153 -0.89559
F -2.57905 -3.67627 0.22818
F -1.97092 -5.77394 -0.53348
F -3.74516 -4.64072 -1.51325
C -2.69336 2.89790 1.19795
C -2.72033 1.59382 1.93939
N -3.50262 1.54190 3.04839
O -2.05182 0.62534 1.59873
H -3.18871 3.70147 1.74041
H -3.17131 2.75202 0.22475
H -1.65809 3.17125 0.99332
H -4.16649 2.26876 3.24462
H -3.64012 0.64202 3.47882
```

* frontier orbital gap: 7.48 eV
* net charge: 0
* relative energy (zero: lowest compared OMol25 entry of this formula, charge and spin): 0.761 eV

Löwdin atomic charge list, values in e, 2 entries:
1. Cs 1.419
2. N 0.139

***

4.
Here is C11H19N5O9PtS as an isolated structure from the OMol25 dataset. Energies are from ωB97M-V/def2-TZVPD.

Geometry as XYZ:
```
46
C11H19N5O9PtS ωB97M-V/def2-TZVPD
Pt 0.94966 -1.42043 0.27205
O 1.17911 1.31007 0.34164
C 2.34864 1.59673 -0.41697
C 3.55899 0.77653 0.03377
N 3.32294 -0.67280 0.22643
C 3.93147 -1.19595 1.38117
C 3.17747 -0.65125 3.01058
O 3.90440 -1.13861 3.81841
O 2.24881 0.08176 2.82876
C 3.61919 -1.48902 -0.96811
C 2.69156 -1.07546 -2.10197
O 3.13779 -0.88361 -3.20866
O 1.45135 -0.96013 -1.74463
H 1.40033 1.27926 1.28796
H 2.08345 1.39812 -1.45257
H 2.62226 2.65315 -0.32884
H 4.36312 0.92279 -0.69522
H 3.90379 1.16665 0.99331
H 3.83661 -2.27216 1.45487
H 4.92493 -0.80935 1.61208
H 4.65770 -1.34728 -1.28109
H 3.44566 -2.54335 -0.74170
C -3.58691 2.97360 -0.40549
C -4.64297 1.88027 -0.53160
C -4.91427 1.52778 -1.99016
C -4.28477 0.64333 0.29650
N -3.01733 0.03786 -0.09065
C -1.78368 0.27790 0.33694
N -0.96762 -0.48585 -0.35215
N -1.72843 -1.22297 -1.18733
N -2.94995 -0.90717 -1.04534
H -3.89206 3.85778 -0.96269
H -2.62907 2.65069 -0.81712
H -3.43541 3.27081 0.63330
H -5.57183 2.24849 -0.08341
H -4.03947 1.07733 -2.46078
H -5.17021 2.42543 -2.55164
H -5.74085 0.82348 -2.08149
H -5.03726 -0.13511 0.17700
H -4.20789 0.89384 1.35476
H -1.50523 0.99422 1.08767
O 0.18462 -4.87054 1.91061
S 0.43833 -3.61161 1.30954
O -0.57243 -2.52550 1.60414
O 0.54775 -3.60011 -0.19752
O 1.74773 -2.94964 1.72559
```

* frontier orbital gap (alpha / beta): 9.57 / 6.66 eV
* 2S+1: 5
* net charge: 0
* relative energy (zero: lowest compared OMol25 entry of this formula, charge and spin): 2.100 eV

Löwdin atomic charge list, values in e, 2 entries:
1. Pt 1.451
2. O -0.114

***

Number 1: F_max 0.1141 Eh/bohr. Number 2: F_max 0.0201 Eh/bohr. Number 3: F_max 0.0757 Eh/bohr. Number 4: F_max 0.0206 Eh/bohr.